42
Properties=species:S:1:pos:R:3:forces:R:3:lowdin_charge:R:1 method="wB97M-V/def2-TZVPD" spin_multiplicity=3 homo_ev="-11.260 / -11.764" e_lumo_ha="-0.11108 / -0.16597" charge=+1 energy_ev=-22773.024
C -2.50417 0.85028 -2.54922 0.6 0.4 0.9 -0.50
C -2.49009 -0.47532 -3.25436 0.1 -0.3 -0.6 -0.14
C -3.92914 1.25720 -2.19258 -0.5 0.1 0.3 -0.10
C -1.89631 1.93396 -3.43882 0.3 -0.2 0.1 -0.12
H -4.52987 1.44815 -3.12164 0.6 -0.2 0.6 0.11
H -3.98740 2.17492 -1.58121 0.1 -0.2 -0.3 0.07
H -4.47589 0.49443 -1.61364 0.2 0.2 -0.4 0.06
H -3.09368 -0.44117 -4.17176 0.1 0.1 0.0 0.10
H -2.89832 -1.27610 -2.64880 -0.4 0.1 -0.2 0.04
H -1.46766 -0.76226 -3.52828 -0.1 0.0 -0.1 0.09
H -2.51607 2.13272 -4.32434 0.0 -0.2 0.1 0.10
H -0.89699 1.63419 -3.76564 -0.1 0.0 -0.2 0.08
H -1.77954 2.88689 -2.92452 -0.2 0.1 -0.1 0.06
C -0.70902 -1.32467 1.27280 -1.0 0.1 -0.8 -0.10
C -1.96222 -0.60303 1.13835 -0.5 -1.4 -0.3 -0.19
C -2.55549 -0.95785 -0.13849 -0.1 -1.5 0.5 -0.23
H -2.48059 -0.05782 1.92986 0.4 -0.2 -0.4 0.13
C -1.61114 -1.86545 -0.80502 -0.3 0.5 0.6 -0.17
C -0.50934 -2.09314 0.08377 -0.4 0.7 -0.4 -0.07
H 0.33822 -2.76268 -0.10529 -0.4 0.5 0.0 0.13
H -0.12781 -1.43102 2.19799 -0.1 0.4 -0.7 0.12
H -3.57448 -0.73343 -0.46530 0.6 -0.1 0.2 0.11
H -1.75788 -2.27528 -1.81201 0.4 0.0 1.0 0.11
C 0.93477 1.75361 -0.27820 -0.7 0.8 -0.2 -0.13
C 0.28028 1.53434 0.99004 -0.5 1.3 -0.8 -0.14
C -1.09738 2.03269 0.86054 0.9 0.7 -0.2 -0.16
H 0.76561 1.19092 1.92496 -0.6 0.2 -1.0 0.12
C -1.30181 2.49659 -0.48935 1.3 1.4 0.4 -0.22
C -0.02334 2.32958 -1.20615 0.1 0.7 1.2 -0.19
H 0.13968 2.74242 -2.21275 0.2 -0.6 0.8 0.12
H 1.97391 1.51862 -0.51401 -0.4 -0.1 0.2 0.12
H -1.84761 2.08371 1.65323 0.4 -0.1 -0.4 0.13
H -2.16295 3.05085 -0.87337 0.4 -0.5 0.3 0.12
W -0.90998 0.38344 -0.61170 -0.2 -2.6 0.0 1.54
N 2.52439 -0.88391 2.63342 -0.5 0.4 -0.2 0.14
C 3.36191 -0.99176 1.53617 1.1 -0.3 -0.3 -0.63
N 4.56453 -1.62588 1.86689 -1.2 0.1 0.3 0.14
O 3.12412 -0.59118 0.40372 -0.4 -0.1 0.9 0.03
H 2.97865 -0.73796 3.52618 -0.2 -0.1 -0.1 0.11
H 1.68200 -0.33482 2.47957 0.7 -0.3 0.1 0.04
H 5.06318 -1.92379 1.05464 0.4 -0.1 -0.3 0.10
H 4.47304 -2.34835 2.57795 0.2 0.3 -0.2 0.10